Record 1
The following is a quantum chemistry calculation of the molecule C19H28N2O4, from the Open Molecules 2025 dataset.

- 2S+1 = 1
- E_LUMO (Ha) = 0.027
- relative energy (zero: lowest compared OMol25 entry of this formula, charge and spin) (eV) = 0.971
- SMILES = COc1ccccc1NCCC(=O)OCC(=O)NC1CCCCCC1

```
53
Properties=species:S:1:pos:R:3:forces:R:3:nbo_charge:R:1
C -4.029 -2.821 -1.127 -0.057 -0.283 -0.027 -0.2509
O -3.743 -1.446 -1.184 -0.011 0.593 0.193 -0.5219
C -4.199 -0.645 -0.160 0.095 -0.014 -0.029 0.2427
C -4.938 -1.090 0.919 0.075 -0.138 -0.167 -0.2733
C -5.337 -0.200 1.908 -0.062 0.103 0.117 -0.2358
C -4.995 1.132 1.817 -0.064 -0.087 0.139 -0.2143
C -4.253 1.588 0.738 0.114 -0.075 -0.135 -0.2810
C -3.848 0.718 -0.265 -0.118 -0.117 -0.035 0.2005
N -3.163 1.129 -1.400 -0.083 -0.432 -0.381 -0.6190
C -2.244 2.230 -1.368 0.218 0.162 0.254 -0.1955
C -1.039 2.016 -0.412 -0.191 -0.024 -0.183 -0.5282
C -0.252 0.823 -0.874 0.066 0.404 0.017 0.8149
O 0.686 0.864 -1.638 -0.053 0.014 -0.127 -0.6363
O -0.758 -0.301 -0.375 -0.176 -0.014 0.338 -0.4928
C -0.241 -1.554 -0.819 0.218 -0.481 -0.194 -0.1656
C 1.013 -1.986 -0.033 -0.537 0.343 -0.443 0.6481
O 1.005 -2.946 0.708 -0.070 -0.344 0.283 -0.6197
N 2.079 -1.215 -0.283 0.450 0.261 -0.115 -0.6380
C 3.357 -1.392 0.381 0.090 -0.318 0.185 -0.0466
C 4.494 -1.109 -0.614 0.129 0.093 0.113 -0.4069
C 5.151 0.270 -0.545 -0.125 -0.081 -0.205 -0.4011
C 4.188 1.458 -0.510 0.284 0.097 0.221 -0.4098
C 3.778 1.840 0.910 -0.302 -0.032 -0.131 -0.3898
C 2.854 0.838 1.595 0.313 0.076 0.143 -0.3994
C 3.404 -0.586 1.691 -0.286 -0.037 -0.105 -0.4170
H -3.570 -3.256 -2.015 -0.053 -0.021 0.082 0.1990
H -3.600 -3.285 -0.233 -0.026 0.031 -0.026 0.1801
H -5.107 -3.008 -1.152 0.049 0.009 0.019 0.1803
H -5.207 -2.130 1.011 0.004 -0.104 -0.042 0.2176
H -5.912 -0.563 2.747 -0.047 -0.026 0.069 0.2129
H -5.300 1.827 2.585 -0.027 0.054 0.062 0.2122
H -3.998 2.634 0.678 0.042 0.119 -0.044 0.2072
H -2.842 0.333 -1.936 -0.036 0.126 -0.001 0.3941
H -2.774 3.132 -1.053 0.110 0.015 -0.110 0.2015
H -1.872 2.392 -2.383 -0.074 0.061 0.087 0.2128
H -1.416 1.833 0.594 0.055 0.048 0.023 0.2402
H -0.401 2.899 -0.431 0.044 -0.065 0.031 0.2355
H -1.037 -2.277 -0.644 0.168 0.098 0.007 0.2205
H 0.000 -1.495 -1.887 -0.083 -0.004 0.123 0.2047
H 1.983 -0.430 -0.915 -0.220 -0.197 0.029 0.4292
H 3.393 -2.454 0.655 0.020 0.207 -0.067 0.2293
H 4.095 -1.263 -1.620 0.052 -0.077 -0.018 0.2068
H 5.277 -1.855 -0.465 -0.027 -0.052 -0.056 0.2138
H 5.802 0.323 0.329 0.092 0.026 0.008 0.1941
H 5.794 0.358 -1.424 0.075 -0.008 0.064 0.2109
H 4.690 2.321 -0.954 -0.077 -0.010 -0.073 0.2100
H 3.303 1.257 -1.116 -0.078 0.066 -0.127 0.1999
H 4.681 1.966 1.514 0.044 0.060 0.015 0.1912
H 3.269 2.807 0.882 0.056 0.056 0.054 0.2039
H 1.891 0.819 1.080 -0.058 0.009 0.054 0.1925
H 2.663 1.195 2.611 -0.086 -0.010 -0.021 0.2101
H 4.428 -0.570 2.064 0.087 -0.036 0.106 0.2032
H 2.794 -1.128 2.418 0.077 -0.047 0.023 0.2227
```
Forces are in eV/Å.

Record 2
The following is a quantum chemistry calculation of the molecule C19H28N2O4S, from the Open Molecules 2025 dataset.

- 2S+1 = 1
- E_LUMO (Ha) = 0.019
- relative energy (zero: lowest compared OMol25 entry of this formula, charge and spin) (eV) = 1.256
- SMILES = COc1ccc(S(=O)(=O)N2CCC(NC(=O)C3CCCCC3)CC2)cc1

```
54
Properties=species:S:1:pos:R:3:forces:R:3:nbo_charge:R:1
C -7.747 -1.227 0.542 -0.221 0.102 -0.042 -0.2550
O -6.496 -1.819 0.813 0.298 -0.105 0.038 -0.4828
C -5.375 -1.236 0.334 0.295 -0.031 -0.002 0.3209
C -4.175 -1.891 0.633 -0.249 0.061 -0.017 -0.2590
C -2.974 -1.379 0.192 0.059 -0.078 0.004 -0.1566
C -2.960 -0.210 -0.549 0.595 0.141 -0.168 -0.3781
S -1.424 0.502 -1.104 -0.593 0.234 0.381 2.3298
O -0.357 -0.417 -0.779 -0.272 -0.147 0.106 -0.9696
O -1.546 0.926 -2.466 -0.123 0.212 -0.040 -0.9334
N -1.372 1.871 -0.150 0.002 -0.871 -0.781 -0.6900
C -0.826 3.067 -0.753 0.284 0.361 -0.580 -0.2303
C 0.707 3.060 -0.765 -0.189 0.055 0.094 -0.4341
C 1.286 2.462 0.534 0.207 0.228 0.201 -0.0527
N 1.779 1.121 0.310 -0.362 0.078 -0.019 -0.6587
C 3.030 0.742 0.646 -0.263 -0.433 -0.058 0.7047
O 3.826 1.487 1.184 0.382 0.162 0.165 -0.6490
C 3.351 -0.690 0.243 0.458 0.308 0.094 -0.3109
C 3.847 -0.675 -1.209 -0.236 -0.253 -0.073 -0.3877
C 4.234 -2.080 -1.659 0.267 0.184 -0.029 -0.3946
C 5.306 -2.660 -0.741 -0.256 -0.228 0.008 -0.3961
C 4.809 -2.686 0.701 0.218 0.169 -0.024 -0.3943
C 4.420 -1.284 1.158 -0.241 -0.148 0.017 -0.3922
C 0.228 2.469 1.645 0.117 -0.094 -0.298 -0.4221
C -0.997 1.647 1.235 -0.175 -0.138 0.770 -0.2347
C -4.135 0.447 -0.853 -0.002 -0.011 -0.027 -0.1531
C -5.347 -0.060 -0.417 -0.184 -0.043 0.031 -0.2687
H -8.484 -1.871 1.018 0.023 0.084 -0.055 0.2057
H -7.944 -1.182 -0.533 0.019 0.007 0.037 0.1803
H -7.815 -0.222 0.970 0.013 -0.033 -0.025 0.1790
H -4.220 -2.801 1.210 0.016 -0.106 0.065 0.2319
H -2.040 -1.876 0.403 0.080 -0.108 0.074 0.2420
H -1.212 3.104 -1.772 0.024 0.270 0.087 0.2424
H -1.212 3.926 -0.198 -0.043 -0.079 -0.051 0.1983
H 1.067 4.080 -0.907 0.033 0.019 -0.055 0.2189
H 1.054 2.459 -1.607 0.042 0.072 -0.041 0.2220
H 2.158 3.036 0.866 -0.226 -0.099 -0.089 0.2479
H 1.149 0.457 -0.127 0.241 -0.023 0.063 0.4275
H 2.437 -1.291 0.296 -0.023 -0.008 -0.007 0.2056
H 4.715 -0.015 -1.277 0.016 0.075 -0.004 0.2053
H 3.064 -0.278 -1.859 0.037 0.079 -0.031 0.2109
H 4.601 -2.049 -2.688 -0.075 -0.046 -0.033 0.2071
H 3.350 -2.721 -1.638 -0.052 -0.063 -0.055 0.1934
H 6.206 -2.044 -0.801 0.091 0.004 -0.023 0.1940
H 5.567 -3.670 -1.064 0.084 0.020 -0.019 0.2044
H 5.586 -3.085 1.357 -0.055 -0.061 0.036 0.2066
H 3.940 -3.345 0.772 -0.019 -0.098 0.031 0.1890
H 5.291 -0.628 1.144 -0.005 0.037 0.049 0.2179
H 4.046 -1.313 2.184 0.059 0.069 0.038 0.2085
H -0.061 3.501 1.849 -0.023 0.043 0.067 0.2047
H 0.655 2.049 2.556 -0.032 0.053 0.032 0.2325
H -0.790 0.581 1.350 0.029 0.103 0.241 0.2178
H -1.853 1.899 1.876 0.126 -0.107 -0.002 0.2009
H -4.089 1.349 -1.441 -0.109 0.151 -0.065 0.2343
H -6.256 0.462 -0.666 -0.086 0.030 -0.015 0.2193
```
Forces are in eV/Å.

Record 3
The following is a quantum chemistry calculation of a structure of composition C19H28N2P2V, from the Open Molecules 2025 dataset.

- net charge = +1
- 2S+1 = 3
- E_LUMO (alpha / beta) (Ha) = -0.166 / -0.168
- expectation value of S² = 2.079

```
52
Properties=species:S:1:pos:R:3:forces:R:3:lowdin_spin:R:1
C -1.778 2.895 -3.705 -0.263 0.669 0.564 0.1054
C -1.440 1.612 -3.283 0.680 -0.600 -0.210 0.0302
C -0.089 1.194 -3.557 0.254 0.932 -0.165 0.0355
C 0.939 2.219 -3.540 -0.914 0.176 0.133 0.0164
C 0.555 3.573 -3.645 -0.243 -0.028 0.001 0.0880
C -0.779 3.879 -3.868 -0.143 0.293 -0.246 0.0163
C 2.266 1.812 -3.425 0.041 -0.032 -0.091 0.2166
C 2.545 0.449 -3.335 0.426 -0.758 0.372 0.0114
C 1.445 -0.494 -3.365 0.454 0.378 -0.248 0.0330
C 1.686 -1.830 -2.903 -0.152 0.642 -0.252 0.0268
C 2.992 -2.297 -3.004 0.621 -0.401 0.531 0.1099
C 4.080 -1.410 -3.160 0.141 -0.275 -0.108 0.0083
C 3.865 -0.041 -3.201 -0.115 -0.321 0.066 0.0943
H -2.836 3.152 -3.869 0.488 0.041 0.405 0.0067
H 1.344 4.331 -3.605 -0.416 -0.147 -0.181 0.0034
H -1.061 4.900 -4.147 0.040 -0.438 0.153 -0.0008
H 3.058 2.546 -3.314 0.001 -0.064 -0.256 0.0102
H 3.166 -3.383 -2.934 0.094 0.542 0.194 0.0073
H 5.096 -1.812 -3.231 -0.407 0.128 0.107 -0.0015
H 4.684 0.686 -3.171 -0.205 -0.404 -0.135 0.0037
N 0.235 -0.088 -3.813 -1.113 -0.972 2.749 0.0892
V -0.451 -0.485 1.124 0.257 -0.331 -2.481 1.1414
C -2.392 0.705 -2.504 0.836 -0.151 -1.345 -0.0013
H -2.309 -0.319 -2.900 -0.170 0.173 0.228 0.0003
H -3.416 1.091 -2.661 0.236 -0.318 0.467 -0.0009
C 0.580 -2.661 -2.249 0.394 0.631 -1.361 -0.0032
H -0.369 -2.457 -2.759 0.033 -0.065 0.226 -0.0002
H 0.851 -3.725 -2.356 -0.316 0.214 0.359 -0.0009
P -2.081 0.631 -0.632 -1.062 0.624 -0.760 0.0071
P 0.386 -2.282 -0.446 -0.018 -0.351 -0.952 -0.0400
C 1.515 -3.425 0.402 0.153 0.337 0.541 -0.0064
H 1.315 -3.363 1.481 0.129 -0.116 -0.188 0.0011
H 1.407 -4.468 0.078 -0.105 0.347 -0.087 -0.0022
H 2.546 -3.095 0.235 -0.117 -0.086 -0.061 0.0005
C -1.263 -2.769 0.068 0.000 -0.895 -0.266 0.0070
H -1.202 -3.803 0.412 -0.372 0.140 0.334 0.0000
H -1.650 -2.148 0.902 -0.500 -0.202 0.289 0.0040
H -1.955 -2.721 -0.774 -0.039 0.223 0.196 0.0021
C -2.596 2.351 -0.232 0.426 0.193 0.412 0.0058
H -3.593 2.574 -0.639 0.344 -0.216 0.025 0.0005
H -2.633 2.484 0.856 -0.064 0.046 -0.096 0.0002
H -1.883 3.071 -0.641 -0.032 -0.067 -0.053 0.0008
C -3.654 -0.185 -0.125 0.002 -0.255 0.106 0.0028
H -3.697 -0.258 0.968 -0.144 0.022 -0.047 0.0004
H -4.527 0.386 -0.474 0.328 -0.207 0.088 0.0000
H -3.703 -1.201 -0.526 -0.106 0.122 0.008 0.0000
H 1.116 -0.482 0.930 1.411 0.639 -0.152 -0.0233
H 0.931 -0.338 -0.034 -0.610 0.233 1.409 -0.0269
N -0.027 1.211 2.441 0.120 0.376 -0.432 0.0131
H 0.938 1.216 2.782 -0.181 -0.044 -0.154 0.0020
H -0.602 1.376 3.263 -0.180 -0.006 0.028 0.0009
H -0.123 2.052 1.849 0.081 -0.374 0.336 0.0055
```
Forces are in eV/Å.

What DFT total energy values result from the calculations? In sequence: -31328.466 -42163.420 -67390.695 eV.